# 1
The following is a DFT calculation (the ωB97M-V functional and the def2-TZVPD basis) of 2 unconnected molecules or ions with the total composition C12H20N in a non-equilibrium geometry.

Properties
LUMO level: -3.2 eV
Total energy: -523.52953 Ha
Charge: +1
Relative energy (zero: lowest compared OMol25 entry of this formula, charge and spin): 134.8 kcal/mol
HOMO: -12.93 eV
HOMO-LUMO gap: 9.72 eV

The geometry in XYZ format:
```
33
Properties=species:S:1:pos:R:3:forces:R:3:nbo_charge:R:1
C -3.391900 -3.366201 2.768507 1.24 1.90 -1.00 -0.173
C -1.743866 -4.156481 -0.282850 -3.31 -3.91 1.83 -0.469
C -2.892649 -2.430923 2.210218 -0.46 1.24 -1.77 -0.282
C -0.313970 -2.290200 0.361807 -0.15 -1.10 -0.55 0.685
C -1.257644 0.408510 -0.669494 0.24 -0.29 0.70 -0.415
C -0.663666 1.864247 -0.868308 -0.45 -0.02 0.55 -0.404
C 0.237070 -0.113295 -0.583022 -1.77 -0.16 1.11 -0.170
C 0.647476 1.311577 -0.285594 2.03 0.05 -2.25 -0.222
C 2.129542 3.917959 0.162702 -0.74 -0.69 0.52 -0.617
C 0.589315 -1.201156 0.492956 -1.28 1.12 -1.29 -0.543
C 1.983956 1.691583 -1.067396 -0.75 -0.02 1.36 -0.397
C 2.895299 2.645792 -0.235243 0.81 -1.10 -0.85 -0.404
N -0.969452 -3.201161 0.163922 3.31 3.93 0.98 -0.197
H -3.406743 -4.171983 3.368559 -0.78 -2.39 1.75 0.229
H -1.233087 -4.944271 -0.726339 1.29 -1.31 -0.90 0.261
H -2.451539 -3.791115 -0.931428 -1.69 0.96 -1.67 0.255
H -2.302416 -4.594456 0.580682 0.31 0.27 -0.60 0.275
H -2.686066 -1.663994 1.447404 -0.27 -0.60 1.27 0.225
H -1.990464 0.144012 0.172119 1.25 0.74 -0.90 0.204
H -1.621854 -0.021465 -1.560295 -1.20 -0.16 -1.04 0.216
H -0.684405 2.225319 -1.912104 0.36 -0.69 0.30 0.226
H -0.990226 2.744349 -0.303085 -0.57 -0.54 0.14 0.230
H 0.576502 -0.435516 -1.559046 0.03 -0.13 -0.19 0.216
H 0.577830 1.474348 0.787357 0.71 0.20 0.14 0.214
H 2.691642 4.693364 0.751049 -0.54 -0.89 -0.68 0.236
H 1.120688 3.641293 0.718691 2.13 0.66 -1.01 0.191
H 1.886487 4.252621 -0.840803 -0.52 1.02 0.18 0.211
H 0.320684 -0.773081 1.440997 0.96 0.25 0.89 0.286
H 1.552471 -1.595176 0.239817 0.98 -0.04 0.85 0.295
H 2.634396 0.824465 -1.310313 -0.68 0.00 0.36 0.205
H 1.674184 2.070207 -2.094652 0.44 0.09 1.37 0.214
H 3.420000 2.111009 0.621058 -0.89 0.45 -0.98 0.202
H 3.662407 2.729821 -1.057874 -0.03 1.14 1.36 0.217
```
Positions in Å, forces in eV/Å.

=====

# 2
The following is a DFT calculation (the ωB97M-V functional and the def2-TZVPD basis) of a single C12H20N4O3 molecule in a non-equilibrium geometry.

Properties
LUMO level: 0.5 eV
Total energy: -914.04762 Ha
Charge: 0
Relative energy (zero: lowest compared OMol25 entry of this formula, charge and spin): 18.3 kcal/mol
HOMO: -9.34 eV
HOMO-LUMO gap: 9.82 eV

The geometry in XYZ format:
```
39
Properties=species:S:1:pos:R:3:forces:R:3:nbo_charge:R:1
C -4.352649 -0.565888 -1.524945 -0.20 0.32 1.08 -0.619
C -3.514975 -1.593038 -0.705846 -0.96 0.48 -0.09 -0.402
C -2.026470 -1.271307 -0.593643 0.51 -0.62 -0.39 -0.211
C -1.401889 -2.300188 0.343507 -0.24 -0.62 -0.52 -0.622
C -1.707535 0.166353 -0.203829 1.07 -0.23 1.27 -0.156
N -0.206897 0.405908 -0.174429 -0.75 0.25 0.15 -0.642
C 0.300652 1.648980 -0.389497 -0.73 -0.73 0.68 0.674
O -0.428294 2.650362 -0.395868 0.07 -0.21 -0.15 -0.697
C 1.824383 1.785552 -0.577002 -0.22 -0.51 -0.67 -0.131
N 2.172892 3.197618 -0.773251 -0.36 -0.55 1.66 -0.799
C 2.641903 1.069576 0.526573 0.78 0.72 -1.44 -0.445
C 3.007954 -0.351800 0.203298 -0.33 -0.01 0.20 0.097
C 4.235761 -0.941244 0.283487 -0.02 -0.66 0.33 -0.089
N 3.978618 -2.304276 0.088336 0.66 -0.42 -0.27 -0.531
C 2.648785 -2.442760 -0.200001 1.16 -0.75 -0.18 0.202
N 2.058646 -1.295508 -0.153714 -0.52 0.70 0.45 -0.516
C -2.369308 0.524335 1.168894 -0.06 -1.82 0.25 0.785
O -2.874879 -0.325063 1.896242 0.67 1.67 -0.96 -0.604
O -2.321310 1.795145 1.497479 0.67 1.54 -0.81 -0.680
H -3.875129 -0.233391 -2.462710 -0.12 -0.26 0.33 0.201
H -4.523860 0.356471 -0.871794 0.04 -1.11 -0.99 0.204
H -5.331501 -1.038046 -1.759363 0.53 0.58 0.09 0.218
H -3.967155 -1.680590 0.300882 0.33 0.22 -0.45 0.229
H -3.645732 -2.596489 -1.127846 0.30 0.16 -0.20 0.203
H -1.584904 -1.398421 -1.600883 -0.10 0.02 0.28 0.204
H -0.366440 -2.202074 0.523681 1.30 0.74 0.27 0.205
H -1.904240 -2.332530 1.287460 -0.32 0.02 0.48 0.237
H -1.414075 -3.296453 -0.085890 -0.56 -0.26 -0.31 0.204
H -2.073723 0.840306 -0.951869 -0.36 0.49 -0.38 0.230
H 0.454494 -0.356269 0.062625 -0.60 0.26 -0.62 0.455
H 2.081297 1.275943 -1.519757 -0.19 0.02 0.21 0.214
H 1.643515 3.444466 -1.591080 -0.14 0.60 -0.29 0.364
H 1.678811 3.668148 0.015547 0.59 0.06 -0.95 0.360
H 3.578891 1.622894 0.509323 0.18 0.09 0.22 0.242
H 2.215293 1.243103 1.498234 -0.34 -0.36 0.53 0.227
H 5.236101 -0.516098 0.447572 -0.74 -0.48 0.07 0.231
H 4.633783 -3.093769 0.189178 -0.54 1.00 -0.26 0.425
H 2.232944 -3.405800 -0.531037 0.11 0.66 0.44 0.208
H -1.814990 2.337408 0.790334 -0.59 -1.01 0.95 0.524
```
Positions in Å, forces in eV/Å.

=====

# 3
The following is a DFT calculation (the ωB97M-V functional and the def2-TZVPD basis) of a single C12H20N4O3 molecule in a non-equilibrium geometry.

Properties
LUMO level: 0.6 eV
Total energy: -914.01536 Ha
Charge: 0
Relative energy (zero: lowest compared OMol25 entry of this formula, charge and spin): 38.5 kcal/mol
HOMO: -9.15 eV
HOMO-LUMO gap: 9.70 eV

The geometry in XYZ format:
```
39
Properties=species:S:1:pos:R:3:forces:R:3:nbo_charge:R:1
C -4.536834 -0.781957 0.340127 1.42 -1.41 -1.86 -0.616
C -3.724563 -0.498712 -1.020718 -0.99 1.14 1.87 -0.395
C -2.192816 -0.598501 -0.880968 1.04 -0.01 -0.21 -0.193
C -1.691893 -1.792373 -0.013467 0.23 0.43 -1.11 -0.639
C -1.431091 0.736727 -0.376387 -0.38 -1.55 -0.50 -0.151
N -0.066359 0.773165 -0.960134 -1.38 1.94 0.84 -0.643
C 0.606100 1.881225 -0.549887 -0.09 1.47 0.78 0.690
O 0.004713 2.867189 -0.083481 0.94 -1.31 -0.75 -0.658
C 2.180581 1.883153 -0.630862 -1.50 0.06 -0.41 -0.130
N 2.625455 3.275338 -0.580626 -0.60 -0.57 -2.32 -0.815
C 2.770209 1.094730 0.521100 0.47 -1.60 -0.08 -0.432
C 2.968899 -0.393701 0.245107 -0.71 1.95 0.57 0.119
C 4.043686 -1.119948 0.587426 0.80 -0.69 0.48 -0.113
N 3.736855 -2.425651 0.297931 -0.36 -0.54 -1.10 -0.514
C 2.530173 -2.412776 -0.311850 -2.89 -0.11 -0.26 0.174
N 1.996646 -1.179011 -0.274138 0.54 -1.92 -0.85 -0.516
C -1.353116 0.911263 1.191722 1.10 -0.88 -0.49 0.815
O -2.203247 1.299675 1.942260 0.40 -0.15 -0.64 -0.577
O -0.096612 0.443239 1.684037 -2.25 1.27 0.83 -0.729
H -5.576707 -0.513153 0.277754 -0.27 0.37 -0.02 0.213
H -3.986120 -0.254722 1.071717 0.00 0.76 1.17 0.217
H -4.491196 -1.867159 0.627260 0.01 0.86 -0.43 0.195
H -4.136768 -1.126832 -1.804530 0.34 -0.18 -0.20 0.206
H -3.906315 0.567027 -1.318587 -0.22 -0.84 0.13 0.201
H -1.877324 -0.681502 -1.987077 0.15 -0.12 1.76 0.222
H -0.594804 -1.842363 -0.077280 -0.33 -0.30 -0.08 0.225
H -2.173983 -2.699243 -0.340899 0.16 -0.55 -0.40 0.210
H -1.926953 -1.753008 1.038757 -0.26 0.63 0.37 0.213
H -2.013257 1.538465 -0.818757 0.19 0.43 0.43 0.243
H 0.521608 -0.020418 -0.967425 0.37 -1.62 0.06 0.436
H 2.396832 1.331367 -1.582948 0.34 0.84 0.52 0.199
H 2.740292 3.569726 0.356083 -0.12 0.33 1.01 0.360
H 1.857400 3.829010 -1.013116 1.00 -0.23 0.74 0.379
H 3.767926 1.442648 0.732332 0.40 0.55 0.00 0.222
H 2.204924 1.172231 1.442467 -0.30 0.31 0.04 0.235
H 4.954099 -0.881659 1.085027 0.39 0.27 0.09 0.218
H 4.380341 -3.190381 0.203453 0.14 -0.03 0.28 0.420
H 1.875966 -3.297685 -0.692654 1.89 1.53 0.85 0.218
H -0.182765 0.714558 2.641242 0.33 -0.56 -1.13 0.494
```
Positions in Å, forces in eV/Å.

=====

Question: The lowest HOMO belongs to which entry?
Answer: C12H20N